[1]
Below is C15H6CrN2O2S3 as an isolated structure, with properties calculated with ωB97M-V/def2-TZVPD.

The spin multiplicity is 5. Its expectation value of S² is 6.022. The charge is -2.

The geometry in XYZ format:
```
29
C15H6CrN2O2S3, DFT ωB97M-V/def2-TZVPD
Cr 0.166 0.093 -0.073
S 0.129 2.132 1.178
C -1.012 1.836 2.453
C -1.238 2.842 3.404
C -2.125 2.695 4.457
C -2.305 3.777 5.406
N -2.443 4.641 6.154
C -2.832 1.498 4.585
C -2.632 0.490 3.661
C -1.739 0.610 2.578
S -1.589 -0.704 1.469
C -3.772 1.298 5.674
N -4.519 1.133 6.533
H -0.696 3.774 3.306
H -3.184 -0.435 3.769
O 2.964 -2.632 -1.427
C 2.060 -1.809 -1.556
O 1.390 -1.326 -0.584
C 1.631 -1.442 -2.991
C 2.271 -2.195 -3.978
C 2.032 -2.026 -5.328
C 1.113 -1.053 -5.711
C 0.473 -0.293 -4.758
C 0.697 -0.450 -3.367
S -0.242 0.631 -2.343
H 2.981 -2.930 -3.625
H 2.548 -2.633 -6.063
H 0.897 -0.886 -6.762
H -0.238 0.467 -5.062
```

Here are the natural (NBO) charges for atoms 1 to 2, given in e: Cr 1.034; S -0.358

[2]
Below is an isolated ion of composition C15H7F3N5O5 and charge -1 in a non-equilibrium geometry, with properties calculated with ωB97M-V/def2-TZVPD.

The charge is -1. Its SMILES is N#C[C@@H](c1ccc(C(F)(F)F)cc1)[C@H]1C(=[N+]([O-])[O-])C=C([N+](=O)[O-])c2nonc21.

The geometry in XYZ format:
```
35
C15H7F3N5O5, DFT ωB97M-V/def2-TZVPD
F 2.803 1.359 0.824
C 2.525 0.215 1.515
F 3.142 -0.803 0.836
F 3.135 0.317 2.736
C 1.048 -0.024 1.712
C 0.611 -1.331 1.913
C -0.710 -1.545 2.284
C -1.595 -0.478 2.419
C -3.054 -0.745 2.788
C -3.946 0.254 2.210
N -4.734 0.907 1.643
C -1.171 0.813 2.108
C 0.161 1.046 1.751
H 1.283 -2.176 1.764
H -1.089 -2.564 2.427
H -3.352 -1.755 2.429
H -1.888 1.637 2.111
H 0.480 2.050 1.478
O -1.110 0.326 8.826
N -1.344 -0.735 8.223
O -1.030 -1.854 8.692
C -1.987 -0.745 6.930
C -2.094 -1.958 6.236
C -2.646 -2.022 4.976
N -2.955 -3.311 4.415
O -2.738 -4.361 5.049
O -3.518 -3.348 3.279
C -3.298 -0.826 4.276
C -3.062 0.456 5.034
N -3.708 1.604 4.760
O -3.568 2.323 6.021
N -2.856 1.633 6.970
C -2.557 0.447 6.356
H -1.726 -2.866 6.698
H -4.400 -1.030 4.400
```

Here are the natural (NBO) charges for atoms 1 to 2, given in e: F -0.331; C 0.980

[3]
Below is C15H8Cl3NO6STi as an isolated structure, with properties calculated with ωB97M-V/def2-TZVPD.

The spin multiplicity is 3. Its expectation value of S² is 2.024. The charge is -2.

The geometry in XYZ format:
```
35
C15H8Cl3NO6STi, DFT ωB97M-V/def2-TZVPD
Ti 0.511 -0.501 -0.368
O 3.339 2.398 -0.437
C 2.731 1.350 -0.269
O 1.824 0.850 -1.085
C 2.961 0.419 0.887
C 4.043 0.333 1.736
C 4.273 -0.848 2.452
C 3.499 -2.010 2.119
C 2.439 -1.861 1.279
N 2.064 -0.620 0.856
C 1.692 -2.945 0.503
O 1.726 -4.128 0.801
O 1.082 -2.437 -0.538
H 4.744 1.159 1.785
H 5.122 -0.929 3.118
H 3.791 -2.997 2.456
Cl -0.632 1.865 0.379
C -1.814 2.260 -0.854
C -2.458 3.469 -0.672
C -3.420 3.885 -1.579
C -3.708 3.066 -2.657
C -3.042 1.864 -2.809
Cl -3.490 0.914 -4.216
C -2.058 1.378 -1.925
S -1.278 -0.154 -2.197
H -2.200 4.078 0.184
H -3.934 4.829 -1.447
H -4.450 3.346 -3.393
Cl -3.435 -3.981 0.692
C -1.963 -2.975 0.387
C -1.680 -1.934 1.466
O -2.226 -1.938 2.552
O -0.836 -1.054 1.044
H -2.099 -2.491 -0.575
H -1.119 -3.658 0.325
```

Here are the natural (NBO) charges for atoms 1 to 2, given in e: Ti 1.403; O -0.682

[4]
Below is C15H9BaCl3NO2Se as an isolated structure in a non-equilibrium geometry, with properties calculated with ωB97M-V/def2-TZVPD.

The charge is -1.

The geometry in XYZ format:
```
32
C15H9BaCl3NO2Se, DFT ωB97M-V/def2-TZVPD
Ba -0.783 -1.004 0.413
Cl 5.895 -1.207 4.369
C 4.525 -1.172 3.295
C 4.752 -1.160 1.911
C 3.688 -1.149 1.052
Cl 3.958 -1.152 -0.655
C 2.322 -1.144 1.495
O 1.347 -1.179 0.684
C 2.151 -1.114 2.915
C 0.835 -1.016 3.491
O -0.224 -0.799 2.913
C 3.253 -1.152 3.787
H 5.761 -1.166 1.523
H 0.816 -1.146 4.591
H 3.075 -1.149 4.856
Se -5.392 -3.106 -0.782
C -3.779 -2.423 -0.742
N -2.696 -1.973 -0.700
Cl -3.579 1.542 -0.022
C -2.913 1.687 -1.622
C -3.781 1.754 -2.695
C -3.280 1.779 -3.989
C -1.903 1.708 -4.177
C -1.044 1.644 -3.098
C -1.508 1.651 -1.763
C -0.627 1.578 -0.626
H -4.848 1.770 -2.514
H -3.954 1.834 -4.834
H -1.501 1.699 -5.185
H 0.026 1.577 -3.266
H -0.998 2.140 0.233
H 0.405 1.849 -0.858
```

Here are the Mulliken charges for atoms 1 to 2, given in e: Ba 1.917; Cl -0.248

[5]
Below is C15H9BrN14NiOS as an isolated structure in a non-equilibrium geometry, with properties calculated with ωB97M-V/def2-TZVPD.

The charge is -2.

The geometry in XYZ format:
```
42
C15H9BrN14NiOS, DFT ωB97M-V/def2-TZVPD
Ni -0.398 0.032 0.354
N -2.050 2.832 1.080
C -0.682 2.884 1.217
N -0.020 3.937 1.677
N 1.261 3.558 1.654
N 1.378 2.362 1.209
N 0.172 1.884 0.911
C -2.633 2.030 0.123
N -3.729 2.347 -0.552
N -3.909 1.322 -1.389
N -2.994 0.441 -1.242
N -2.158 0.831 -0.277
H -2.517 3.714 1.231
S 0.665 -2.918 -1.797
C 0.201 -1.426 -2.479
C -0.035 -1.413 -3.872
C -0.257 -0.232 -4.522
C -0.239 0.950 -3.782
C -0.071 0.856 -2.418
N 0.128 -0.287 -1.760
H -0.013 -2.359 -4.394
H -0.424 -0.213 -5.592
H -0.368 1.912 -4.255
H -0.068 1.757 -1.811
Br 5.223 -1.145 1.985
C 3.467 -1.671 1.476
C 3.117 -3.015 1.554
C 1.830 -3.360 1.221
C 0.946 -2.360 0.806
N 1.310 -1.075 0.758
C 2.549 -0.727 1.058
H 3.835 -3.755 1.879
H 1.501 -4.386 1.257
H -0.101 -2.587 0.659
H 2.784 0.328 0.994
O -0.063 -0.505 3.067
N -1.029 -0.373 2.268
C -2.224 -0.852 2.599
C -3.369 -0.780 1.787
N -4.397 -0.840 1.274
C -2.457 -1.516 3.819
N -2.633 -2.062 4.819
```

Here are the natural (NBO) charges for atoms 1 to 2, given in e: Ni 1.186; N -0.606

Number 1: energy -3074.4389 a.u., molecular weight 394.42 g mol⁻¹. Number 2: energy -1525.2249 a.u., molecular weight 394.24 g mol⁻¹. Number 3: energy -3711.1140 a.u., molecular weight 484.52 g mol⁻¹. Number 4: energy -4589.8606 a.u., molecular weight 557.89 g mol⁻¹. Number 5: energy -5899.3295 a.u., molecular weight 572.00 g mol⁻¹.